128
Properties=species:S:1:pos:R:3:lowdin_charge:R:1 method="wB97M-V/def2-TZVPD" total_energy_ev=-318582.41770 homo_ev=-11.780 orbital_gap_ha=0.3401 total_charge=+1
C 1.213 3.921 -0.549 -0.1090
C 0.265 3.538 -1.799 -0.2112
C -1.230 3.030 -1.335 -0.1186
C -1.725 1.800 -2.217 -0.0300
C -1.123 0.349 -2.221 0.0112
C 0.088 -0.222 -1.309 -0.2058
F 0.693 0.810 -0.511 -0.0477
C 1.129 -1.122 -2.126 -0.1739
C 2.438 -0.340 -2.643 -0.1236
N -1.891 -0.391 -3.228 0.1042
C -2.931 0.380 -3.856 0.0468
N -2.787 1.663 -3.197 -0.0614
C -3.602 2.916 -3.383 -0.1098
C -4.883 2.956 -2.366 -0.3293
C -5.166 1.500 -1.687 -0.0964
C -4.629 3.949 -1.102 -0.0895
H 1.557 5.012 -0.530 0.0806
H 0.725 3.596 0.436 0.0586
H 2.174 3.288 -0.665 0.0742
H 0.747 2.686 -2.388 0.0911
H 0.199 4.438 -2.519 0.1099
H -1.895 3.971 -1.433 0.0977
H -1.206 2.804 -0.195 0.1075
H -0.434 -0.931 -0.556 0.1534
H 1.506 -1.939 -1.401 0.0940
H 0.627 -1.694 -2.993 0.0939
H 2.591 0.675 -2.135 0.0628
H 2.468 -0.243 -3.784 0.0251
H 3.358 -0.974 -2.341 0.0417
H -1.733 -1.378 -3.480 0.1583
H -3.692 0.111 -4.654 0.1685
H -2.942 3.869 -3.277 0.0921
H -4.038 2.986 -4.454 0.1225
H -5.845 3.236 -2.943 0.1329
H -5.998 1.584 -0.888 0.0984
H -5.431 0.713 -2.476 0.0751
H -4.228 1.170 -1.092 0.0806
H -5.618 4.081 -0.551 0.0901
H -4.104 4.920 -1.389 0.0750
H -3.932 3.345 -0.400 0.0683
Cl 3.843 -0.129 0.590 0.5670
C 5.611 -0.122 0.809 -0.6420
C 6.341 0.322 -0.442 -0.6692
Cl 6.212 -0.875 -1.756 0.5594
H 5.918 -1.122 1.120 0.0729
H 5.825 0.569 1.627 0.0763
H 7.405 0.442 -0.228 0.0422
H 5.959 1.275 -0.814 0.0743
Cl 0.463 -4.798 -2.855 0.5451
C 0.140 -5.154 -1.139 -0.6939
C 1.369 -4.960 -0.273 -0.6572
Cl 2.620 -6.187 -0.597 0.5781
H -0.243 -6.173 -1.071 0.0678
H -0.650 -4.472 -0.819 0.0165
H 1.098 -5.056 0.781 0.0570
H 1.815 -3.975 -0.422 0.0498
Cl 3.926 1.935 -5.404 0.5458
C 3.923 1.033 -6.938 -0.6575
C 2.532 0.921 -7.529 -0.6539
Cl 1.472 -0.137 -6.561 0.5273
H 4.362 0.050 -6.755 0.0721
H 4.576 1.574 -7.625 0.0754
H 2.588 0.483 -8.527 0.0752
H 2.052 1.897 -7.612 0.0701
Cl -4.450 2.478 2.951 0.5365
C -2.767 1.937 3.149 -0.6692
C -1.890 3.000 3.772 -0.6950
Cl -1.630 4.378 2.673 0.5447
H -2.392 1.633 2.170 0.0554
H -2.793 1.055 3.792 0.0547
H -0.906 2.584 3.997 0.0454
H -2.317 3.383 4.701 0.0016
Cl 8.639 4.401 -3.047 0.5394
C 9.779 3.056 -2.800 -0.6611
C 9.283 2.070 -1.761 -0.6685
Cl 9.286 2.765 -0.119 0.5453
H 10.747 3.477 -2.523 0.0710
H 9.889 2.553 -3.763 0.0740
H 9.938 1.197 -1.735 0.0787
H 8.270 1.729 -1.983 0.0432
Cl -0.839 0.759 6.261 0.5653
C -1.411 1.082 7.917 -0.6727
C -2.812 1.660 7.936 -0.6386
Cl -2.866 3.316 7.279 0.5819
H -0.694 1.749 8.399 0.0602
H -1.397 0.128 8.448 0.0617
H -3.175 1.717 8.964 0.0768
H -3.509 1.046 7.363 0.0708
Cl 4.055 1.835 9.776 0.5436
C 4.052 0.928 8.244 -0.6663
C 2.663 0.816 7.649 -0.6636
Cl 1.601 -0.236 8.616 0.5599
H 4.490 -0.054 8.430 0.0700
H 4.707 1.467 7.556 0.0726
H 2.721 0.375 6.651 0.0716
H 2.184 1.793 7.561 0.0664
Cl -3.509 -2.923 -0.172 0.5159
C -4.212 -4.174 0.887 -0.6871
C -3.320 -4.488 2.071 -0.6472
Cl -1.824 -5.321 1.582 0.5975
H -4.404 -5.062 0.282 0.0623
H -5.171 -3.789 1.238 0.0321
H -3.841 -5.153 2.762 0.0467
H -3.042 -3.583 2.615 0.0713
Cl -7.722 -4.773 0.581 0.5629
C -8.421 -6.024 1.640 -0.6474
C -7.526 -6.334 2.823 -0.6481
Cl -6.028 -7.165 2.333 0.5661
H -8.611 -6.912 1.035 0.0728
H -9.381 -5.640 1.992 0.0760
H -8.045 -7.001 3.515 0.0761
H -7.250 -5.429 3.367 0.0700
Cl 5.851 -7.429 3.850 0.5321
C 5.849 -8.334 2.316 -0.6660
C 4.461 -8.441 1.717 -0.6894
Cl 3.393 -9.493 2.679 0.5368
H 6.284 -9.318 2.502 0.0695
H 6.507 -7.795 1.630 0.0714
H 4.521 -8.881 0.719 0.0706
H 3.984 -7.464 1.629 0.0244
Cl -2.453 6.575 -4.113 0.5469
C -3.952 7.285 -4.762 -0.6444
C -4.953 6.225 -5.178 -0.6570
Cl -4.412 5.315 -6.611 0.5450
H -3.685 7.936 -5.596 0.0745
H -4.378 7.904 -3.970 0.0771
H -5.902 6.695 -5.441 0.0780
H -5.138 5.510 -4.373 0.0477

***

103
Properties=species:S:1:pos:R:3:lowdin_charge:R:1 method="wB97M-V/def2-TZVPD" total_energy_ev=-181312.39829 homo_ev="-7.679 / -7.683" orbital_gap_ha="0.2542 / 0.2544" total_charge=0
Fe 0.168 -0.585 -0.253 0.0746
N 0.023 3.703 0.365 0.1082
C -0.212 2.377 0.251 -0.7402
S 0.660 1.559 -1.060 0.8517
N -1.050 1.809 1.051 0.0627
N -1.172 0.444 0.731 -0.1128
C -2.331 -0.037 0.877 -0.0668
C -2.521 -1.448 0.482 -0.2722
C -3.778 -2.009 0.502 -0.0044
C -3.927 -3.319 0.066 -0.0350
C -2.807 -3.999 -0.357 -0.0285
C -1.579 -3.356 -0.332 -0.1065
N -1.418 -2.102 0.083 0.0635
H 0.590 4.176 -0.315 0.0934
H -0.558 4.241 0.984 0.1081
H -3.151 0.577 1.236 0.1427
H -4.620 -1.423 0.844 0.1229
H -4.901 -3.790 0.056 0.1137
H -2.865 -5.017 -0.719 0.1136
H -0.695 -3.879 -0.662 0.0996
C 5.292 4.126 -1.314 -0.0961
C 4.924 3.056 -2.127 -0.0850
C 4.052 2.091 -1.646 -0.1113
C 3.521 2.161 -0.354 -0.3547
C 3.898 3.242 0.440 -0.1200
C 4.777 4.217 -0.030 -0.0907
Si 2.385 0.810 0.345 0.5337
C 3.807 -0.453 0.555 -0.2760
C 4.751 -0.013 1.503 -0.1186
C 5.943 -0.686 1.718 -0.0793
C 6.244 -1.825 0.982 -0.0867
C 5.351 -2.258 0.017 -0.0749
C 4.158 -1.574 -0.196 -0.0920
H 5.977 4.880 -1.681 0.0983
H 5.322 2.976 -3.131 0.1013
H 3.793 1.261 -2.301 0.0957
H 3.498 3.335 1.446 0.0958
H 5.056 5.047 0.609 0.0992
H 1.949 1.356 1.638 0.0151
H 4.564 0.889 2.078 0.1005
H 6.641 -0.314 2.459 0.1041
H 7.175 -2.354 1.147 0.1009
H 5.583 -3.126 -0.588 0.1019
H 3.521 -1.928 -0.995 0.0588
O -1.041 -2.410 -2.959 0.0287
C -1.327 -1.216 -2.879 -0.5779
O -1.143 -0.442 -1.879 -0.1486
C -1.966 -0.546 -4.085 -0.1063
C -2.227 -1.297 -5.226 0.0022
C -2.794 -0.707 -6.345 0.0061
C -3.085 0.639 -6.288 -0.1453
C -2.837 1.420 -5.181 0.0057
C -2.270 0.811 -4.071 0.0008
N -3.697 1.286 -7.490 -0.3538
O -3.908 0.584 -8.455 0.0737
O -3.954 2.468 -7.417 0.0718
H -1.976 -2.349 -5.218 0.1173
H -3.007 -1.266 -7.245 0.1181
H -3.083 2.471 -5.198 0.1176
H -2.052 1.381 -3.177 0.1093
N 3.432 -5.403 -4.173 0.0826
C 3.385 -4.092 -4.444 -0.8340
S 4.101 -3.415 -5.724 0.7253
C 2.622 -3.268 -3.392 -0.1999
C 2.420 -1.926 -3.610 -0.0118
C 1.768 -1.177 -2.648 -0.1128
N 1.334 -1.686 -1.492 -0.0228
C 1.515 -2.988 -1.291 -0.1457
C 2.148 -3.807 -2.219 0.0093
H 3.849 -5.989 -4.879 0.0995
H 2.798 -5.839 -3.529 0.0899
H 2.759 -1.465 -4.527 0.0896
H 1.574 -0.128 -2.831 0.0899
H 1.196 -3.381 -0.334 0.0743
H 2.269 -4.848 -1.952 0.1144
C 3.983 -2.024 6.363 -0.1206
C 3.458 -1.042 5.323 -0.2795
C 2.315 -1.617 4.494 -0.2991
C 1.759 -0.636 3.446 -0.3734
Ge 0.796 -1.515 1.966 0.8767
C -0.567 -2.544 2.966 -0.3263
C -1.807 -1.879 3.584 -0.2761
C -1.537 -0.838 4.663 -0.2772
C -2.818 -0.380 5.345 -0.1126
H 4.802 -1.604 6.948 0.0651
H 4.352 -2.936 5.885 0.0711
H 3.195 -2.317 7.062 0.0696
H 4.268 -0.751 4.650 0.0956
H 3.118 -0.125 5.817 0.1107
H 1.518 -1.912 5.186 0.0918
H 2.655 -2.542 4.011 0.0966
H 2.568 -0.038 3.054 -0.0054
H 1.071 0.058 3.936 0.0529
H 1.789 -2.700 1.653 -0.0169
H 0.047 -2.985 3.756 0.0538
H -0.885 -3.374 2.328 0.0446
H -2.449 -2.659 4.012 0.1129
H -2.414 -1.399 2.812 0.0629
H -1.035 0.025 4.220 0.0918
H -0.845 -1.251 5.404 0.1059
H -3.522 0.042 4.621 0.0688
H -2.628 0.385 6.099 0.0687
H -3.321 -1.215 5.839 0.0718

***

57
Properties=species:S:1:pos:R:3:lowdin_charge:R:1 method="wB97M-V/def2-TZVPD" total_energy_ev=-67989.44512 homo_ev=-9.222 orbital_gap_ha=0.3352 total_charge=0
Na -1.044 22.167 -11.960 0.4287
C 3.377 23.732 -11.030 -0.6339
F 4.296 23.546 -11.994 0.1111
F 4.000 24.116 -9.918 0.1334
F 2.570 24.736 -11.445 0.0954
S 2.386 22.168 -10.786 0.4673
O 2.279 22.061 -9.350 -0.3022
O 1.120 22.500 -11.440 -0.3581
O 3.116 21.126 -11.439 -0.2991
C 0.829 20.216 -15.494 0.0227
O -0.490 19.615 -15.572 0.0349
C -1.459 20.310 -15.046 -0.6216
O -1.338 21.205 -14.235 0.0832
O -2.629 19.818 -15.460 0.0155
C -3.777 20.595 -15.123 -0.0280
H 1.129 20.225 -14.442 0.1041
H 0.769 21.215 -15.905 0.1000
H 1.537 19.547 -15.965 0.0995
H -3.830 20.846 -14.064 0.0904
H -4.622 20.002 -15.454 0.1011
H -3.793 21.547 -15.661 0.0999
C -1.420 24.162 -15.745 -0.0228
O -2.311 25.116 -15.187 0.0271
C -2.657 24.992 -13.916 -0.5925
O -2.241 24.189 -13.117 0.1245
O -3.531 25.948 -13.639 0.0221
C -3.927 26.087 -12.280 -0.0241
H -0.389 24.448 -15.538 0.1084
H -1.583 24.142 -16.820 0.0998
H -1.599 23.151 -15.385 0.0628
H -3.903 25.146 -11.732 0.0919
H -4.949 26.451 -12.295 0.0971
H -3.259 26.796 -11.796 0.0891
C 0.658 19.326 -9.399 0.0239
O -0.352 18.443 -9.965 0.0409
C -1.372 19.014 -10.544 -0.5981
O -1.634 20.203 -10.520 0.0843
O -2.139 18.086 -11.107 0.0239
C -3.137 18.563 -12.009 -0.0170
H 0.197 20.186 -8.917 0.0816
H 1.307 19.685 -10.190 0.0762
H 1.126 18.730 -8.626 0.1047
H -3.601 17.679 -12.435 0.1033
H -2.667 19.191 -12.760 0.0742
H -3.925 19.095 -11.473 0.1038
C -0.662 26.163 -9.798 -0.0464
O -0.685 25.261 -8.734 0.0382
C -1.295 24.102 -8.943 -0.5958
O -1.851 23.783 -9.963 0.1164
O -1.156 23.385 -7.845 0.0350
C -1.894 22.160 -7.803 -0.0176
H -0.323 27.149 -9.493 0.0988
H -1.619 26.291 -10.309 0.0741
H 0.042 25.850 -10.582 0.1028
H -1.431 21.523 -7.056 0.0990
H -1.955 21.681 -8.776 0.0641
H -2.910 22.372 -7.454 0.1018

***

12
Properties=species:S:1:pos:R:3:lowdin_charge:R:1 method="wB97M-V/def2-TZVPD" smiles="NN=[SiH2].[SiH4]" total_energy_ev=-18860.39656 homo_ev="-7.708 / -7.707" orbital_gap_ha="0.2859 / 0.2858" total_charge=0
N 1.844 -0.540 0.602 -0.1154
N 1.203 0.540 0.311 -0.4308
Si 1.106 1.038 -1.196 0.5756
H 2.504 -0.794 -0.188 0.0756
H 1.315 -1.229 1.019 0.0458
H 0.326 2.414 -1.258 -0.0637
H 2.192 0.462 -2.150 -0.0805
Si -1.971 -0.239 0.494 0.5376
H -0.861 0.556 1.044 -0.1464
H -1.526 -1.639 0.616 -0.1320
H -3.167 -0.105 1.282 -0.1528
H -1.976 0.442 -0.909 -0.1130

***

80
Properties=species:S:1:pos:R:3:lowdin_charge:R:1 method="wB97M-V/def2-TZVPD" total_energy_ev=-174124.99598 multiplicity=4 homo_ev="-8.574 / -10.633" orbital_gap_ha="0.2157 / 0.2926" total_charge=+1
V 0.322 1.019 0.438 0.8110
O 2.485 1.016 0.607 -0.1079
C 2.928 1.859 1.697 -0.0970
C 1.809 2.721 2.258 -0.2105
C 2.120 3.776 3.093 -0.0058
C 1.102 4.559 3.602 -0.0344
C -0.209 4.280 3.247 -0.0327
C -0.448 3.223 2.397 -0.0639
N 0.539 2.439 1.916 0.0300
H 2.574 0.083 0.856 0.0689
H 3.707 2.506 1.321 0.1343
H 3.356 1.249 2.486 0.1419
H 3.157 3.979 3.339 0.1280
H 1.329 5.389 4.264 0.1199
H -1.036 4.876 3.616 0.1166
H -1.447 2.975 2.069 0.1200
Cl -4.901 -0.918 5.084 0.6787
C -3.935 -0.444 3.716 -0.6667
C -4.541 0.203 2.641 -0.1142
C -3.778 0.610 1.570 -0.4839
Cl -4.611 1.433 0.248 0.8469
C -2.379 0.432 1.496 -0.3702
O -1.696 0.904 0.485 -0.1640
C -1.807 -0.287 2.595 -0.1264
C -0.421 -0.674 2.642 -0.1242
O 0.466 -0.349 1.780 -0.1441
C -2.597 -0.695 3.686 -0.0595
H -5.605 0.386 2.644 0.1106
H -0.112 -1.312 3.467 0.1316
H -2.125 -1.217 4.515 0.1227
N 0.521 -0.043 -1.399 0.0244
C -0.174 0.738 -2.456 -0.2523
C 0.251 0.282 -3.855 -0.1305
C -0.451 0.897 -5.066 -0.1696
C -1.973 0.832 -4.995 -0.1477
N -2.421 1.810 -3.995 0.0922
C -3.230 1.541 -2.986 -0.4590
N -4.067 0.494 -3.039 0.2142
N -3.189 2.321 -1.903 0.1747
C 0.040 2.240 -2.135 -0.5691
O -0.111 3.115 -3.006 0.0204
O 0.307 2.480 -0.905 -0.0911
H 1.503 -0.128 -1.629 0.0858
H 0.164 -0.984 -1.255 0.0596
H -1.240 0.547 -2.308 0.1266
H 0.107 -0.801 -3.894 0.1214
H 1.327 0.464 -3.947 0.1283
H -0.141 0.362 -5.963 0.1194
H -0.134 1.934 -5.188 0.1165
H -2.298 -0.167 -4.690 0.1166
H -2.405 1.037 -5.974 0.1236
H -1.703 2.491 -3.755 0.1053
H -4.247 0.038 -3.913 0.1159
H -4.666 0.279 -2.263 0.0890
H -2.385 2.932 -1.801 0.1254
H -3.680 2.056 -1.070 -0.1250
Br 8.297 -1.759 0.348 0.7773
C 6.430 -1.940 0.267 -0.7073
C 5.727 -1.325 -0.755 -0.1100
C 4.342 -1.449 -0.794 -0.0281
C 3.669 -2.202 0.155 -0.2746
C 4.387 -2.799 1.184 -0.0257
C 5.771 -2.668 1.245 -0.1133
N 2.236 -2.278 0.044 0.1213
C 1.667 -3.339 0.390 -0.0788
C 0.175 -3.507 0.415 -0.2518
C -0.359 -4.631 1.009 -0.0131
C -1.745 -4.761 1.080 -0.0442
C -2.534 -3.766 0.543 -0.0428
C -1.905 -2.682 -0.065 -0.1130
N -0.582 -2.556 -0.126 0.1091
H 6.252 -0.754 -1.512 0.1083
H 3.777 -0.966 -1.584 0.1102
H 3.873 -3.347 1.967 0.1138
H 6.329 -3.124 2.054 0.1072
H 2.238 -4.219 0.702 0.1267
H 0.296 -5.394 1.420 0.1189
H -2.192 -5.630 1.551 0.1164
H -3.617 -3.818 0.586 0.1122
H -2.486 -1.875 -0.510 0.1109

***

35
Properties=species:S:1:pos:R:3:lowdin_charge:R:1 method="wB97M-V/def2-TZVPD" total_energy_ev=-26575.88108 homo_ev="-7.421 / -7.423" orbital_gap_ha="0.2612 / 0.2671" total_charge=0
C -1.147 0.289 -0.946 -0.1283
C -0.034 0.926 -0.255 -0.2640
C 0.622 0.360 0.724 -0.0543
C -0.057 -3.214 1.300 -0.2705
C 0.372 2.168 -1.012 -0.1125
C 1.837 0.637 1.538 -0.2280
C 0.668 1.758 -2.497 -0.1134
C 2.409 -0.683 2.132 -0.2565
C 1.374 -1.404 2.878 -0.2952
C -0.648 1.292 -3.079 -0.4094
C -0.548 0.505 -4.400 -0.0758
C -2.651 -1.245 2.842 -0.2356
N -1.416 0.428 -2.184 0.0808
N -1.257 -1.343 3.069 -0.3786
S -0.218 -1.649 1.933 0.9219
H -1.752 -0.530 -0.430 0.1244
H -0.957 -3.588 0.882 -0.0234
H 0.793 -3.433 0.655 0.0107
H -0.376 2.788 -0.871 0.0655
H 1.229 2.671 -0.546 0.1174
H 2.592 1.163 0.832 0.1370
H 1.571 1.462 2.317 0.1507
H 0.948 2.678 -3.125 0.1451
H 1.372 1.018 -2.463 0.0836
H 2.809 -1.242 1.220 0.1347
H 3.321 -0.317 2.731 0.1403
H 1.554 -2.398 3.115 0.0604
H 1.142 -0.868 3.788 0.0994
H -1.260 2.127 -3.457 0.1398
H 0.225 -0.277 -4.371 0.0814
H -0.502 1.220 -5.262 0.0873
H -1.407 -0.019 -4.706 0.0454
H -3.091 -1.330 3.841 0.0752
H -3.002 -1.908 2.039 0.0643
H -2.826 -0.205 2.420 0.0803